(1)
C18H52BN4O8V | ωB97M-V/def2-TZVPD

ORCA input file:
```
! wB97M-V def2-TZVPD RIJCOSX def2/J DEFGRID3
* xyz -1 2
O 1.044 1.341 1.100
V 1.360 -0.235 1.235
O 2.864 -0.393 1.784
O 0.842 0.622 6.030
C 0.874 -0.771 5.644
C 0.029 -1.194 4.347
O 0.013 -0.385 3.183
H 0.557 -1.289 6.549
H 1.946 -0.961 5.594
H -1.039 -1.146 4.563
H 0.170 -2.244 4.092
B -2.251 2.461 2.554
H -1.794 3.295 3.064
H -2.949 1.959 3.206
H -2.706 2.897 1.678
H -1.584 1.702 2.177
C -1.258 -0.273 -2.111
C -1.956 -0.527 -0.760
C -2.328 -2.032 -0.640
O -2.734 -2.234 0.801
C -2.697 -3.592 1.086
N -0.965 -0.168 0.239
H -0.365 -0.871 -2.291
H -0.849 0.735 -2.187
H -1.877 -0.485 -2.983
H -2.890 0.005 -0.583
H -1.429 -2.605 -0.866
H -3.157 -2.208 -1.326
H -2.167 -4.245 0.392
H -3.710 -3.983 0.991
H -2.350 -3.828 2.093
H -1.373 -0.415 1.129
H -0.967 0.839 0.311
C -0.298 3.632 -0.493
C -0.851 4.972 -0.184
C -2.245 5.109 -0.868
O -2.692 6.398 -0.560
C -3.806 6.848 -1.355
N -0.887 5.273 1.304
H 0.777 3.535 -0.342
H -0.421 3.283 -1.518
H -0.828 2.868 0.075
H -0.062 5.600 -0.597
H -2.924 4.339 -0.503
H -2.295 4.896 -1.936
H -4.716 6.254 -1.259
H -3.448 6.983 -2.376
H -3.860 7.930 -1.233
H -1.120 4.347 1.632
H 0.105 5.357 1.472
C 4.226 0.966 -1.120
C 2.799 0.786 -1.751
C 2.801 0.479 -3.288
O 1.549 0.315 -3.789
C 1.393 0.285 -5.223
N 2.080 -0.269 -1.020
H 4.908 1.437 -1.828
H 4.708 0.037 -0.817
H 4.252 1.584 -0.222
H 2.215 1.705 -1.812
H 3.344 -0.418 -3.584
H 3.343 1.313 -3.734
H 1.817 1.179 -5.679
H 0.382 0.020 -5.533
H 1.936 -0.611 -5.524
H 1.328 -0.375 -1.686
H 2.612 -1.089 -1.275
C 1.914 -4.167 2.553
C 1.639 -3.848 1.099
C 0.919 -4.938 0.263
O 1.212 -4.599 -1.108
C 0.666 -5.373 -2.118
N 0.943 -2.634 1.047
H 2.705 -4.908 2.662
H 1.037 -4.208 3.199
H 2.373 -3.282 2.994
H 2.536 -3.511 0.579
H -0.148 -5.026 0.470
H 1.431 -5.883 0.445
H -0.412 -5.215 -2.162
H 0.972 -6.418 -2.060
H 1.051 -5.101 -3.101
H 0.573 -2.773 0.117
H 0.166 -2.862 1.650
*
```

Summary:
maximum force = 4.78 eV/Å
E_LUMO = 1.80 eV
relative energy (zero: lowest compared OMol25 entry of this formula, charge and spin) = 1.192 eV
HOMO = -4.00 eV

Atomic partial charges in e from the Mulliken method, atoms 1 to 8: number 1, O, carries -0.385; number 2, V, carries 1.112; number 3, O, carries -0.682; number 4, O, carries -0.331; number 5, C, carries -0.551; number 6, C, carries -0.321; number 7, O, carries -0.605; number 8, H, carries 0.394

***

(2)
C53H50Ge2O5RuS4 | ωB97M-V/def2-TZVPD

ORCA input file:
```
! wB97M-V def2-TZVPD RIJCOSX def2/J DEFGRID3
* xyz 0 5
Ru 2.039 -1.384 1.012
C 1.964 6.514 -1.559
C 1.548 5.210 -2.171
C 0.207 4.892 -2.344
C -0.178 3.699 -2.928
C -1.624 3.362 -3.114
C 0.796 2.785 -3.339
C 2.150 3.070 -3.143
C 3.241 2.133 -3.567
C 2.500 4.284 -2.564
C 0.370 1.547 -4.025
C 0.009 1.562 -5.369
C -0.336 0.389 -6.017
C -0.281 -0.819 -5.345
C 0.077 -0.858 -4.003
C 0.352 0.335 -3.347
Ge 0.897 0.301 -1.398
S 2.970 -0.308 -0.966
S -0.089 -1.354 0.049
Ge -0.299 0.456 1.590
S 1.554 0.163 2.768
S -0.062 1.975 -0.116
C -2.018 0.331 2.659
C -2.958 1.349 2.586
C -4.126 1.236 3.338
C -4.340 0.135 4.145
C -3.377 -0.853 4.238
C -2.199 -0.762 3.505
C -1.122 -1.767 3.667
C -0.221 -1.658 4.731
C -0.325 -0.571 5.756
C 0.804 -2.589 4.837
C 0.979 -3.598 3.901
C 2.029 -4.645 4.113
C 0.070 -3.692 2.849
C -1.008 -2.820 2.753
C -2.117 -3.079 1.776
C -2.731 2.575 1.791
C -1.905 3.584 2.291
C -1.118 3.384 3.551
C -1.834 4.789 1.615
C -2.579 5.027 0.468
C -2.569 6.383 -0.168
C -3.344 3.992 -0.048
C -3.408 2.762 0.586
C -4.166 1.624 -0.024
C 0.229 -2.149 -3.297
C 1.439 -2.840 -3.368
C 2.598 -2.340 -4.179
C 1.560 -4.047 -2.690
C 0.509 -4.589 -1.968
C 0.651 -5.904 -1.270
C -0.697 -3.897 -1.934
C -0.853 -2.688 -2.589
C -2.156 -1.949 -2.556
H 1.143 7.228 -1.561
H 2.801 6.947 -2.103
H 2.284 6.359 -0.529
H -0.555 5.585 -2.021
H -2.252 4.171 -2.760
H -1.860 2.461 -2.550
H -1.849 3.172 -4.162
H 2.841 1.230 -4.022
H 3.836 1.849 -2.700
H 3.905 2.620 -4.278
H 3.550 4.506 -2.432
H 0.015 2.501 -5.906
H -0.623 0.411 -7.059
H -0.492 -1.747 -5.858
H -4.857 2.030 3.292
H -5.251 0.057 4.721
H -3.522 -1.699 4.895
H -1.272 -0.041 5.692
H 0.479 0.148 5.607
H -0.216 -0.986 6.756
H 1.489 -2.517 5.669
H 2.889 -4.241 4.643
H 2.357 -5.085 3.177
H 1.614 -5.451 4.720
H 0.171 -4.493 2.129
H -1.835 -3.859 1.074
H -2.388 -2.182 1.217
H -3.002 -3.408 2.325
H -1.768 3.121 4.385
H -0.570 4.290 3.799
H -0.392 2.573 3.426
H -1.191 5.566 2.002
H -1.574 6.819 -0.127
H -3.242 7.049 0.376
H -2.905 6.340 -1.202
H -3.910 4.139 -0.957
H -4.494 1.884 -1.027
H -5.040 1.364 0.572
H -3.523 0.745 -0.079
H 2.396 -1.362 -4.610
H 2.805 -3.038 -4.990
H 3.493 -2.273 -3.563
H 2.499 -4.579 -2.740
H 1.678 -6.257 -1.306
H 0.011 -6.651 -1.740
H 0.356 -5.817 -0.226
H -1.532 -4.310 -1.384
H -2.874 -2.467 -1.925
H -2.571 -1.862 -3.560
H -2.011 -0.936 -2.170
O 6.657 -5.381 2.296
C 5.733 -4.646 2.059
C 4.373 -5.073 1.531
O 4.011 -6.207 1.317
C 3.603 -3.818 1.356
C 4.380 -2.700 1.816
O 3.873 -1.547 1.781
C 5.727 -3.131 2.235
O 6.648 -2.451 2.618
O 2.450 -3.638 0.894
*
```

Summary:
maximum force = 1.25 eV/Å
E_LUMO (alpha / beta) = -0.85 / -2.89 eV
HOMO (alpha / beta) = -7.92 / -8.62 eV

Atomic partial charges in e from the Mulliken method, atoms 1 to 8: number 1, Ru, carries 0.509; number 2, C, carries -1.629; number 3, C, carries 0.763; number 4, C, carries -0.895; number 5, C, carries 0.880; number 6, C, carries -1.380; number 7, C, carries 0.114; number 8, C, carries 1.656

***

(3)
C2H6OS4 | ωB97M-V/def2-TZVPD

ORCA input file:
```
! wB97M-V def2-TZVPD RIJCOSX def2/J DEFGRID3
* xyz 0 1
C 1.090 -0.658 -0.443
C -0.697 1.081 0.919
O 0.048 -0.813 0.299
S 1.735 -2.051 -1.525
S 2.775 -0.252 0.638
S -0.615 1.959 -0.526
S -2.037 0.552 1.938
H 1.061 0.262 -1.098
H 0.158 1.374 1.575
H 0.613 -2.747 -2.014
H 2.801 -1.468 1.122
H -1.621 1.297 -1.231
H -2.967 0.621 0.992
*
```

Summary:
maximum force = 2.25 eV/Å
E_LUMO = -0.92 eV
relative energy (zero: lowest compared OMol25 entry of this formula, charge and spin) = 1.458 eV
HOMO = -8.45 eV

Atomic partial charges in e from the Mulliken method, atoms 1 to 8: number 1, C, carries -0.024; number 2, C, carries -0.015; number 3, O, carries -0.454; number 4, S, carries -0.181; number 5, S, carries -0.293; number 6, S, carries -0.113; number 7, S, carries -0.025; number 8, H, carries 0.241

***

(4)
C4HO2Pb | ωB97M-V/def2-TZVPD

ORCA input file:
```
! wB97M-V def2-TZVPD RIJCOSX def2/J DEFGRID3
* xyz 0 2
O 0.896 3.203 -0.833
C 0.796 2.055 -0.220
C 1.340 1.038 0.385
H 0.826 3.108 -1.793
C 0.301 -0.565 0.030
C -0.360 0.665 0.100
O 0.247 -1.256 -1.077
Pb -1.679 -1.888 -0.318
*
```

Summary:
maximum force = 2.85 eV/Å
E_LUMO (alpha / beta) = -1.48 / -1.56 eV
relative energy (zero: lowest compared OMol25 entry of this formula, charge and spin) = 1.974 eV
HOMO (alpha / beta) = -6.68 / -7.13 eV

Need the Mulliken charges? In units of e they are: number 1, O, carries -0.434; number 2, C, carries 0.509; number 3, C, carries -0.578; number 4, H, carries 0.359; number 5, C, carries 0.527; number 6, C, carries -0.545; number 7, O, carries -0.455; number 8, Pb, carries 0.618

***

(5)
C13H16AuBrGeNS5 | ωB97M-V/def2-TZVPD

ORCA input file:
```
! wB97M-V def2-TZVPD RIJCOSX def2/J DEFGRID3
* xyz -1 1
Au -0.076 0.590 -0.734
S 4.726 6.016 -0.451
C 3.665 4.772 -0.577
S 1.983 4.979 -0.940
C 1.490 3.301 -0.743
C 2.493 2.427 -0.469
S 2.366 0.743 -0.127
S 4.110 3.111 -0.352
S -0.190 2.972 -0.905
C 0.377 0.543 4.991
C -0.647 0.554 3.904
C -2.015 0.535 4.158
C -2.920 0.513 3.105
C -2.396 0.514 1.823
Br -3.535 0.425 0.318
N -1.109 0.549 1.569
C -0.251 0.564 2.571
H -0.085 0.538 5.975
H 1.013 1.422 4.899
H 1.009 -0.339 4.889
H -2.379 0.538 5.175
H -3.988 0.498 3.271
H 0.789 0.582 2.276
C 1.336 -1.712 -3.642
Ge -0.276 -2.240 -2.598
C -0.350 -4.243 -2.510
C -1.882 -1.613 -3.610
C -0.211 -1.414 -0.886
H 1.360 -2.162 -4.632
H 2.237 -2.002 -3.107
H 1.356 -0.630 -3.754
H -0.301 -4.655 -3.515
H -1.273 -4.583 -2.045
H 0.485 -4.638 -1.937
H -1.862 -1.978 -4.633
H -1.907 -0.527 -3.632
H -2.799 -1.955 -3.137
H -0.343 -1.994 0.015
*
```

Summary:
maximum force = 2.24 eV/Å
E_LUMO (alpha / beta) = 1.75 / 1.75 eV
relative energy (zero: lowest compared OMol25 entry of this formula, charge and spin) = 0.000 eV
HOMO (alpha / beta) = -3.65 / -3.65 eV

Atomic partial charges in e from the Mulliken method, atoms 1 to 8: number 1, Au, carries 0.345; number 2, S, carries -0.336; number 3, C, carries 0.106; number 4, S, carries -0.133; number 5, C, carries 0.189; number 6, C, carries 0.067; number 7, S, carries -0.562; number 8, S, carries -0.134

***

(6)
C6H11ClO2Si | ωB97M-V/def2-TZVPD

ORCA input file:
```
! wB97M-V def2-TZVPD RIJCOSX def2/J DEFGRID3
* xyz 0 1
C 0.240 -1.683 -0.109
C 1.641 1.349 -0.044
C -0.748 -2.653 0.556
C 2.020 1.623 -1.518
C -0.370 0.501 2.231
C -1.746 0.718 -1.246
O 0.951 -2.092 -0.952
O 2.223 1.771 0.902
Si 0.120 0.161 0.425
Cl -3.182 -0.302 -1.216
H -0.550 -3.675 0.058
H -0.621 -2.489 1.638
H -1.814 -2.208 0.261
H 1.133 1.779 -2.091
H 2.535 0.852 -2.043
H 2.867 2.358 -1.364
H 0.378 1.223 2.563
H -1.310 1.007 2.476
H -0.483 -0.538 2.836
H -1.796 1.802 -1.079
H -1.488 0.496 -2.283
*
```

Summary:
maximum force = 3.24 eV/Å
E_LUMO = -0.11 eV
HOMO = -8.72 eV

Atomic partial charges in e from the Mulliken method, atoms 1 to 8: number 1, C, carries 0.586; number 2, C, carries 0.652; number 3, C, carries -0.879; number 4, C, carries -1.168; number 5, C, carries -1.052; number 6, C, carries -0.769; number 7, O, carries -0.512; number 8, O, carries -0.488

***

(7)
C17H14N2O4S | ωB97M-V/def2-TZVPD

ORCA input file:
```
! wB97M-V def2-TZVPD RIJCOSX def2/J DEFGRID3
* xyz 0 1
N -4.141 0.275 4.475
O -2.352 -2.712 -0.183
O -1.612 -0.367 -2.000
O -2.089 1.144 -0.226
N -3.476 -0.166 3.628
O 0.457 0.801 -0.862
C -2.162 -1.751 0.463
C -2.638 -0.535 2.657
C 0.457 2.139 -4.321
C 0.705 -0.055 4.195
C 1.726 1.664 -4.772
C 1.591 -0.383 3.199
C 0.017 1.937 -3.000
C -0.655 0.064 3.971
C 2.538 0.965 -3.859
C 1.060 -0.703 1.959
C 0.834 1.071 -2.197
C -1.271 -0.391 2.784
C 2.159 0.551 -2.611
C -0.365 -0.632 1.704
C -3.041 -1.606 1.709
C 3.072 -0.311 -1.730
C -0.819 -1.178 0.380
S -1.132 0.146 -0.688
H -0.202 2.830 -4.935
H 0.993 0.191 5.187
H 2.135 1.948 -5.799
H 2.646 -0.360 3.302
H -0.953 2.374 -2.783
H -1.261 0.486 4.750
H 3.512 0.625 -4.191
H 1.732 -0.694 1.110
H -4.094 -1.407 1.337
H -3.063 -2.500 2.186
H 3.806 0.249 -1.119
H 3.419 -0.969 -2.515
H 2.545 -0.864 -1.077
H -0.078 -1.873 -0.125
*
```

Summary:
maximum force = 6.70 eV/Å
E_LUMO = -0.11 eV
relative energy (zero: lowest compared OMol25 entry of this formula, charge and spin) = 6.083 eV
HOMO = -8.14 eV

Atomic partial charges in e from the Mulliken method, atoms 1 to 8: number 1, N, carries -0.909; number 2, O, carries -0.523; number 3, O, carries -0.645; number 4, O, carries -0.707; number 5, N, carries 0.599; number 6, O, carries -0.364; number 7, C, carries -0.557; number 8, C, carries 0.308

***

(8)
C15H24Br12O3 | ωB97M-V/def2-TZVPD

ORCA input file:
```
! wB97M-V def2-TZVPD RIJCOSX def2/J DEFGRID3
* xyz 0 1
C -1.534 -0.352 -0.311
O -1.223 -1.751 0.046
C -1.949 -2.082 1.283
C -0.870 -2.824 2.286
C 0.186 -1.780 3.010
C 1.723 -2.018 2.460
C 2.221 -0.799 1.484
C 3.007 0.418 2.320
C 4.144 1.000 1.291
C 3.520 1.523 -0.154
C 4.993 1.949 -0.823
O 5.623 2.657 0.339
C 4.978 2.363 1.661
O 5.051 3.073 2.811
H -0.784 0.034 -1.127
H -2.648 -0.365 -0.741
H -1.489 0.389 0.612
H -2.472 -1.158 1.802
H -2.825 -2.845 1.014
H -0.271 -3.588 1.619
H -1.494 -3.318 3.146
H 0.126 -1.978 4.182
H -0.140 -0.649 2.850
H 2.407 -2.127 3.430
H 1.830 -3.027 1.834
H 1.357 -0.256 0.893
H 2.997 -1.174 0.666
H 2.225 1.252 2.643
H 3.463 -0.056 3.312
H 4.942 0.163 1.106
H 2.981 2.576 0.002
H 2.937 0.735 -0.810
H 4.681 2.583 -1.756
H 5.440 0.861 -1.023
C 8.089 5.130 1.570
Br 6.273 4.448 1.721
Br 8.231 6.516 0.212
Br 8.783 5.725 3.287
H 8.718 4.296 1.243
C -6.169 -0.599 -0.369
Br -7.090 0.360 -1.789
Br -5.355 -2.243 -1.014
Br -4.883 0.533 0.552
H -6.928 -0.885 0.368
C -8.899 -1.836 -5.186
Br -7.201 -2.642 -4.686
Br -10.263 -2.118 -3.828
Br -8.703 0.047 -5.636
H -9.241 -2.347 -6.093
C -3.803 -0.795 -4.286
Br -3.847 -1.610 -6.051
Br -2.337 -1.483 -3.207
Br -3.778 1.147 -4.385
H -4.732 -1.078 -3.780
*
```

Summary:
maximum force = 9.98 eV/Å
E_LUMO = -0.49 eV
HOMO = -8.32 eV

Atomic partial charges in e from the Mulliken method, atoms 1 to 8: number 1, C, carries -0.371; number 2, O, carries -0.228; number 3, C, carries -0.263; number 4, C, carries -0.599; number 5, C, carries -0.480; number 6, C, carries -0.772; number 7, C, carries -0.257; number 8, C, carries -0.576

***

(9)
C3H11N3 | ωB97M-V/def2-TZVPD

ORCA input file:
```
! wB97M-V def2-TZVPD RIJCOSX def2/J DEFGRID3
* xyz 0 1
C -2.934 -0.637 1.096
N -1.856 -1.021 0.509
C -1.676 -0.428 -0.903
H -2.972 -1.005 2.167
H -3.959 -0.282 0.692
H -0.824 -0.821 -1.453
H -1.585 0.793 -0.774
H -2.591 -0.686 -1.560
N 2.102 -0.658 -0.023
C 1.740 0.746 -0.332
N 2.311 1.508 0.752
H 2.643 -1.027 -0.795
H 1.339 -1.339 0.019
H 2.474 1.003 -1.175
H 0.630 1.095 -0.706
H 1.837 1.349 1.609
H 3.320 1.411 0.876
*
```

Summary:
SMILES string = C=NC.NCN
maximum force = 3.35 eV/Å
E_LUMO = 0.89 eV
relative energy (zero: lowest compared OMol25 entry of this formula, charge and spin) = 3.195 eV
HOMO = -8.69 eV

Atomic partial charges in e from the Mulliken method, atoms 1 to 8: number 1, C, carries -0.247; number 2, N, carries -0.331; number 3, C, carries -0.753; number 4, H, carries 0.246; number 5, H, carries 0.238; number 6, H, carries 0.279; number 7, H, carries 0.227; number 8, H, carries 0.340

***

(10)
C13H23ClI2LaNP2 | ωB97M-V/def2-TZVPD

ORCA input file:
```
! wB97M-V def2-TZVPD RIJCOSX def2/J DEFGRID3
* xyz 2 1
I -5.790 -0.744 -1.265
I -3.316 -3.496 -0.624
La -2.447 -0.743 -0.576
P -0.666 -0.542 -2.911
C 0.511 -1.892 -3.175
C -2.186 -0.952 -3.906
H -1.878 -1.121 -4.945
H 0.269 0.774 -4.806
H -2.900 -0.102 -3.879
H -0.649 1.768 -3.705
H 0.034 -2.795 -2.772
H -2.594 -1.908 -3.520
C 0.046 0.917 -3.748
H 0.764 -2.043 -4.222
H 1.009 1.158 -3.277
H 1.414 -1.596 -2.625
P -2.241 0.793 1.894
C -1.622 -0.076 3.351
C -1.895 2.563 2.168
H -4.532 1.290 1.116
H -4.445 1.059 2.890
H -4.366 -0.405 1.881
C -4.094 0.671 1.928
H -2.308 3.174 1.353
H -2.321 2.969 3.086
H -2.015 0.323 4.283
H -0.533 0.062 3.330
H -0.808 2.700 2.264
H -1.928 -1.124 3.235
Cl -2.829 1.686 -1.406
N 0.708 -0.229 0.295
C 1.826 -0.156 0.648
C 3.189 -0.125 1.086
C 4.204 -0.621 0.233
C 5.498 -0.642 0.704
C 5.808 -0.202 1.971
C 4.814 0.260 2.805
C 3.499 0.308 2.397
H 3.929 -0.986 -0.779
H 6.265 -1.021 0.030
H 6.862 -0.217 2.321
H 5.034 0.603 3.814
H 2.680 0.661 3.058
*
```

Summary:
maximum force = 3.84 eV/Å
E_LUMO (alpha / beta) = -11.75 / -11.52 eV
HOMO (alpha / beta) = -14.42 / -14.43 eV

Atomic partial charges in e from the Mulliken method, atoms 1 to 8: number 1, I, carries 0.404; number 2, I, carries -0.045; number 3, La, carries 1.126; number 4, P, carries 0.484; number 5, C, carries -0.890; number 6, C, carries -1.100; number 7, H, carries 0.384; number 8, H, carries 0.417